C15H13F2N3NiO as an isolated structure. Source: OMol25; level of theory: the ωB97M-V functional and the def2-TZVPD basis.

Computed properties:
electronic energy = -68761.5121 eV
energy above the lowest of the compared OMol25 structures with the same formula, charge and spin = 0.0 kcal per mole
Kohn-Sham gap = 7.5 eV

Positions of all 35 atoms, in Å:
Ni: -0.1916 0.0357 0.1272
C: 1.5008 -2.2555 -2.9742
C: 1.0340 -1.6352 -1.7058
N: 0.5411 -0.4635 -1.5710
N: 0.4040 0.4406 -2.5916
C: -0.3013 1.4420 -2.0850
O: -0.8116 1.4524 -0.9137
C: -0.5491 2.6235 -2.9555
C: -1.0394 3.7916 -2.3856
C: -1.2842 4.8997 -3.1824
C: -1.0521 4.8385 -4.5481
C: -0.5637 3.6697 -5.1200
C: -0.3086 2.5646 -4.3264
C: 1.0873 -2.3406 -0.3949
C: 1.6432 -3.5961 -0.2284
C: 1.6292 -4.1750 1.0344
C: 1.0614 -3.4890 2.0905
C: 0.5217 -2.2326 1.8506
N: 0.5387 -1.6724 0.6467
H: 1.3174 -1.5644 -3.7931
H: 0.9619 -3.1864 -3.1595
H: 2.5669 -2.4883 -2.9415
H: -1.2229 3.8165 -1.3202
H: -1.6612 5.8110 -2.7371
H: -1.2545 5.7011 -5.1699
H: -0.3837 3.6221 -6.1859
H: 0.0778 1.6508 -4.7541
H: 2.0719 -4.1114 -1.0750
H: 2.0527 -5.1593 1.1830
H: 1.0294 -3.9050 3.0862
H: 0.0536 -1.6501 2.6322
F: -1.7694 0.0638 2.1716
C: -0.5964 0.8067 1.8152
F: -1.0224 2.0986 1.7934
H: 0.0129 0.6519 2.7162

---

CH2ClFO2 as an isolated structure. Source: OMol25; level of theory: the ωB97M-V functional and the def2-TZVPD basis.

Computed properties:
electronic energy = -20402.4193 eV
energy above the lowest of the compared OMol25 structures with the same formula, charge and spin = 53.7 kcal per mole
Kohn-Sham gap = 11.2 eV

Positions of all 7 atoms, in Å:
C: 0.1609 -0.4139 0.1943
O: 0.3480 0.1122 1.4206
O: 0.0179 0.9381 -1.0433
F: 1.1920 -1.2073 -0.0809
Cl: -1.4656 -1.2009 -0.1740
H: 0.2630 1.0423 1.5424
H: -0.5163 0.7295 -1.8592

---

The highest Kohn-Sham gap belongs to which entry? CH2ClFO2

---

Number 2 is which compound? CH2ClFO2

---

What did the second record say?
CH2ClFO2 as an isolated structure. Source: OMol25; level of theory: the ωB97M-V functional and the def2-TZVPD basis.

Computed properties:
electronic energy = -20402.4193 eV
energy above the lowest of the compared OMol25 structures with the same formula, charge and spin = 53.7 kcal per mole
Kohn-Sham gap = 11.2 eV

Positions of all 7 atoms, in Å:
C: 0.1609 -0.4139 0.1943
O: 0.3480 0.1122 1.4206
O: 0.0179 0.9381 -1.0433
F: 1.1920 -1.2073 -0.0809
Cl: -1.4656 -1.2009 -0.1740
H: 0.2630 1.0423 1.5424
H: -0.5163 0.7295 -1.8592

---

What is the formula in the second record? CH2ClFO2